# 1
Density functional theory data (ωB97M-V/def2-TZVPD) for a molecular structure, C50H52N5O3RbS2.

Values from the calculation:
Kohn-Sham gap: 5.460 eV
total charge: -2

Each line ends with the Löwdin charge.
Atoms and positions in Å:
C (-0.57058, 0.32715, -5.88061)  -0.154
C (-2.21804, 2.66491, 0.18465)  -0.132
H (0.01558, -1.77631, 3.34591)  0.019
H (0.06911, 0.95858, -3.91686)  0.083
N (1.69330, 0.96949, -0.10868)  -0.161
C (2.19655, -1.92739, 9.26973)  -0.063
H (-3.78212, -0.59272, -6.54547)  0.095
H (4.25587, 4.74890, 0.45456)  0.086
H (2.20255, -2.54125, 3.67702)  0.024
C (-1.85218, -0.23177, -5.67118)  -0.186
C (1.16340, 4.52434, 2.88924)  -0.043
C (-1.04767, 0.64261, 6.47834)  -0.039
H (1.83866, 4.43097, 3.73038)  0.109
C (-0.24963, 0.87526, -7.12034)  -0.246
C (3.91998, 3.80829, 0.87565)  -0.134
H (3.15973, 0.25625, -1.42473)  0.125
H (0.12471, 1.06560, -1.49946)  0.043
S (-0.69437, -3.82151, 1.60998)  0.444
C (1.86672, -2.48685, 6.83552)  -0.015
H (-0.47934, 1.70567, 3.07280)  0.043
O (-1.21890, -0.29442, 3.89069)  -0.051
C (-1.76461, -4.58778, -0.77694)  -0.147
C (1.66543, -1.26066, -1.32923)  -0.204
C (-2.78497, -0.21323, -6.71387)  -0.040
H (-6.08439, -3.74360, -2.66874)  0.089
H (2.70893, -1.02398, 9.60761)  0.075
N (-1.44241, 2.59793, 1.23791)  0.112
H (2.33880, -1.71884, -2.07945)  0.119
C (-5.28759, -3.11356, -3.04439)  -0.108
C (2.55694, 1.80133, 0.67604)  -0.272
H (2.70112, 3.34096, -0.80766)  0.095
H (0.33057, -0.07992, 8.62565)  0.109
C (2.19180, -3.02668, 0.23584)  -0.095
H (-0.77771, 1.38172, 5.72448)  0.066
H (1.90854, 0.75225, -7.24607)  0.078
C (-2.44523, 0.32650, -7.94252)  -0.110
H (-2.85663, 1.80874, -0.01573)  0.081
C (1.53928, -1.70668, 7.93349)  -0.273
H (-2.86565, 3.75626, -1.56344)  0.103
H (5.04654, 3.99104, 2.69844)  0.086
H (1.45963, -2.18933, 10.03248)  0.074
H (-1.69357, -0.27368, -3.59593)  0.086
C (-0.59672, 3.62997, 1.49958)  -0.170
C (-3.80049, -2.45787, -4.81844)  -0.056
H (-2.02923, 0.26125, 6.19770)  0.085
H (1.03342, 1.95389, 3.70304)  0.050
H (2.41283, -3.90550, 4.78475)  0.074
C (-3.65306, -1.36099, -2.66521)  -0.051
C (-1.37657, 4.81260, -0.44859)  -0.035
H (0.47072, -0.69529, -4.31052)  0.077
H (-2.74527, -5.20243, -2.58026)  0.090
H (-2.45088, -5.12064, -0.13008)  0.080
Rb (-0.98122, -0.62461, 0.88817)  0.761
C (1.10778, 1.48459, -7.37037)  -0.065
C (2.96927, 1.36849, 1.96377)  -0.659
C (4.35299, 3.38693, 2.12242)  -0.139
C (0.95646, 1.67358, -1.14596)  -0.094
H (-4.99943, -2.04525, -1.19315)  0.114
H (-3.41625, -2.61145, -5.81794)  0.102
H (1.97014, 6.41651, 2.27971)  0.096
C (0.30977, -1.27356, 5.45855)  -0.101
H (1.58859, 1.93515, -2.01432)  0.089
H (-1.12402, 1.13516, 7.45015)  0.068
H (-0.92692, 1.28952, -9.11594)  0.090
C (-1.92431, -4.63917, -2.15045)  -0.122
C (-2.21692, 3.76934, -0.69752)  -0.048
N (1.13641, -2.27233, -0.43079)  -0.204
N (0.15576, 2.39837, 3.44822)  0.139
H (2.61251, -3.26844, 6.93700)  0.107
H (2.89685, -3.44438, -0.50552)  0.089
C (-0.32986, -1.09028, 4.13306)  -0.275
H (2.93012, -2.73218, 9.21778)  0.067
H (-1.33692, 5.67054, -1.11203)  0.107
H (1.16631, 1.87605, -8.38643)  0.064
C (-0.03840, -3.19544, -2.37984)  -0.047
H (0.47550, 6.66763, 0.32854)  0.095
C (0.26909, 3.50639, 2.63818)  -0.247
H (1.39783, 0.63206, -5.02583)  0.068
H (1.74248, -3.83437, 0.80838)  0.034
C (-1.04935, -3.94016, -2.96648)  -0.119
H (0.53938, 2.59226, -0.73586)  0.075
H (0.64441, -2.66313, -3.02835)  0.083
C (1.27236, -2.28728, 5.59390)  -0.192
H (-1.16160, -3.94720, -4.04421)  0.090
C (0.11933, -3.10789, -0.99371)  -0.297
C (-0.76108, -3.83314, -0.14335)  -0.696
N (-2.12386, -0.73075, -4.41332)  0.112
C (-3.02686, -0.39750, -1.65710)  -0.642
O (-1.90799, 0.12174, -1.95828)  -0.102
H (0.87934, -3.65740, 3.94108)  0.038
O (-3.64088, -0.21297, -0.59143)  -0.070
C (-4.82988, -3.25352, -4.34688)  -0.111
S (2.40031, -0.09823, 2.72318)  0.601
C (3.87941, 2.19368, 2.64527)  -0.157
C (-0.03718, -0.46902, 6.55862)  -0.182
C (0.41196, 5.79877, 0.97325)  -0.074
C (0.40155, 0.31019, -4.73299)  -0.019
C (-1.18704, 0.86460, -8.15299)  -0.092
C (1.70775, -3.14984, 4.43669)  -0.055
H (-3.18012, 0.33951, -8.73947)  0.091
H (0.83172, -0.83039, -1.88732)  0.091
H (2.73084, -2.38629, 0.93406)  0.040
H (-5.26186, -4.00303, -5.00108)  0.091
H (4.19931, 1.86293, 3.62655)  0.080
C (2.46942, -0.14840, -0.66094)  -0.175
C (0.59002, -0.70478, 7.77574)  -0.025
H (1.31415, 2.30515, -6.68019)  0.081
C (1.23356, 5.65275, 2.05678)  -0.107
H (3.07692, -0.55391, 0.14619)  0.076
C (-0.51913, 4.77500, 0.67613)  -0.180
C (-4.68795, -2.17349, -2.22119)  -0.027
C (-3.20555, -1.49516, -3.99481)  -0.187
C (3.03207, 3.00849, 0.16758)  -0.046

# 2
Density functional theory data (ωB97M-V/def2-TZVPD) for a molecular structure, C50H53FGdN7O4S2Sb.

Values from the calculation:
Kohn-Sham gap (alpha / beta): 6.264 / 4.327 eV
total charge: -1
2S+1: 8

Each line ends with the Löwdin charge.
Atoms and positions in Å:
H (-1.11182, 5.08188, -1.37580)  0.092
C (-0.20167, -4.02386, -2.70108)  -0.283
H (-1.15806, 8.63988, 1.01216)  0.097
C (-0.59099, -2.56142, -2.47702)  -0.089
C (-1.05143, 7.56609, 0.92429)  -0.099
H (2.09422, -2.96206, 1.48901)  0.094
H (-7.37121, 0.42676, -3.04641)  0.064
H (-3.23259, 3.49694, -0.05497)  0.055
C (-4.09947, 1.95950, -1.29217)  -0.286
C (3.33474, -1.43880, 5.18274)  -0.094
H (4.87058, -5.85650, -0.00240)  0.095
H (-3.49608, -0.92577, 1.23377)  0.114
H (4.54270, 2.44720, 1.93757)  0.072
H (0.63901, -4.07217, -3.40150)  0.138
H (6.48657, 3.89307, 1.43963)  0.099
C (-1.00406, 5.58474, -0.42906)  -0.026
C (3.02494, -3.19092, 0.98525)  -0.125
O (-1.22073, 1.47636, 1.41632)  -0.352
C (3.40470, -4.51324, 0.81562)  -0.090
H (0.26923, -2.01398, -2.09131)  0.094
S (1.78950, 1.56330, 1.64806)  0.171
H (2.77370, -5.30890, 1.19358)  0.102
C (4.57858, -4.82378, 0.14344)  -0.101
C (-3.03393, 1.09891, -1.17332)  -0.047
C (-2.14778, -5.35507, -0.96555)  -0.128
H (-0.12700, 0.21255, -3.74742)  0.095
C (7.10758, 2.73338, -0.25489)  -0.100
C (-5.10933, 1.15309, 3.32513)  -0.270
H (7.96666, 3.35719, -0.47000)  0.095
C (-2.71696, -0.14724, 3.07965)  -0.228
C (2.99464, -1.16808, 3.86566)  -0.133
H (0.56464, -5.66188, -1.49917)  0.119
C (-3.98204, 3.39349, -0.83925)  -0.040
O (1.90019, -0.21985, -0.89791)  -0.564
C (5.01029, -2.47360, -0.14670)  -0.103
Gd (-0.03606, 0.35289, -0.13759)  1.261
S (2.60921, 2.10915, -4.03671)  0.593
H (2.63229, -1.95038, 5.83035)  0.097
C (-4.28820, -0.68668, -2.12644)  -0.017
C (-1.12965, 6.95992, -0.31927)  -0.081
C (6.28471, 3.02441, 0.82472)  -0.090
H (6.42531, -0.05761, 5.23458)  0.094
H (-0.66598, -5.03313, 0.57123)  0.137
C (5.37960, -3.80020, -0.33583)  -0.095
C (-0.96063, -4.58610, -0.38541)  -0.281
Sb (3.25811, -0.11118, 0.98549)  1.336
C (-1.39261, -4.79134, -3.27497)  -0.127
H (-6.40702, -0.80610, -3.87579)  0.073
C (-0.84431, 6.79097, 2.05793)  -0.083
C (-0.71781, 5.41701, 1.95710)  -0.008
C (-1.42624, -0.71290, 2.82425)  -0.163
C (-2.55515, -4.70224, -2.28600)  -0.290
C (5.12913, -0.12547, 3.52583)  -0.119
C (-3.06518, -0.28707, -1.51827)  -0.302
H (6.29852, -4.03070, -0.86181)  0.097
C (-4.16009, 1.31242, 4.31802)  -0.002
H (1.92293, 4.66352, -3.46252)  0.080
C (-4.90989, 0.34604, 2.22202)  0.022
H (1.04344, -4.04526, -0.95771)  0.105
C (4.57085, -1.04374, 5.67678)  -0.112
H (5.67330, -1.69200, -0.48942)  0.070
N (-0.71295, 3.39296, 0.57624)  -0.255
H (1.17756, 0.53209, -2.83412)  0.003
H (-0.53808, -2.59232, 0.29025)  0.070
H (-0.77381, 7.26495, 3.02848)  0.101
C (3.82001, -2.16009, 0.49483)  -0.257
C (-2.94788, 0.65766, 4.19043)  -0.015
N (0.18239, 0.73242, -2.93537)  0.006
C (5.72466, 0.83934, -0.78751)  -0.120
H (-4.43996, -1.68686, -2.49543)  0.064
H (4.83775, -1.24707, 6.70724)  0.092
C (4.92810, 1.09250, 0.32231)  -0.304
C (5.19914, 2.20942, 1.10756)  -0.160
H (-4.36536, 1.95747, 5.16118)  0.117
H (-3.79942, -3.18046, -1.39777)  0.123
H (5.47774, 0.02875, -1.46135)  0.093
H (-7.07095, -1.13962, -2.28093)  0.073
C (-1.76132, -2.42655, -1.47476)  -0.439
H (-1.29749, 7.55645, -1.20667)  0.102
C (-0.79897, 4.81535, 0.70366)  -0.169
C (-2.93629, -3.23073, -2.06721)  -0.106
H (-1.12433, -5.83938, -3.44838)  0.114
H (-0.89628, -2.10239, -3.42509)  0.121
C (6.81525, 1.65155, -1.07150)  -0.091
C (-3.70417, -0.31807, 2.10671)  -0.001
C (1.18579, 2.81230, -3.53644)  -0.926
C (-1.36911, -3.12961, -0.15653)  -0.097
N (-1.96420, -0.99407, -1.19184)  -0.019
H (7.42963, 1.44336, -1.93882)  0.099
N (0.08015, 2.10274, -3.22287)  -0.070
C (5.46477, -0.38155, 4.85021)  -0.102
H (0.34075, 4.52641, -2.85679)  0.065
H (-5.66571, 0.27019, 1.45022)  0.126
H (-2.21738, -3.07941, 0.53643)  0.121
O (-0.26587, 2.87323, -0.53841)  -0.233
C (-5.36644, 0.17842, -2.27393)  -0.302
H (-0.54933, 4.79302, 2.82147)  0.112
H (-3.42533, -5.22688, -2.69682)  0.134
O (1.25333, -1.17306, 0.04390)  -0.605
H (-1.68798, -4.35965, -4.23739)  0.116
C (-6.62894, -0.35898, -2.90449)  -0.067
H (2.01191, -1.44116, 3.49533)  0.067
C (0.21822, -4.63095, -1.36253)  -0.113
C (3.89296, -0.51552, 3.02332)  -0.331
N (-1.20639, 2.73661, 1.55184)  0.005
H (-3.69655, 4.04390, -1.67105)  0.077
H (-2.16981, 0.78620, 4.93039)  0.124
N (1.05050, 4.16438, -3.47080)  0.084
F (-6.27472, 1.81894, 3.44557)  0.057
H (-2.98694, -5.33781, -0.26188)  0.116
C (-5.29922, 1.49617, -1.84259)  -0.065
H (-4.93300, 3.75582, -0.44525)  0.075
H (-0.66650, 2.55189, -2.71336)  0.110
H (-2.10147, 1.45011, -0.75882)  0.027
H (-1.87638, -6.40318, -1.13518)  0.114
H (-3.21579, -2.81461, -3.03803)  0.111
N (-0.40839, -1.18768, 2.57143)  0.208
H (-6.15110, 2.16140, -1.93718)  0.097
H (5.83731, 0.38022, 2.88153)  0.084